No. 1
{"formula": "C5H11NO2", "method": "ωB97M-V/def2-TZVPD", "symbols": ["C", "C", "N", "C", "C", "C", "O", "O", "H", "H", "H", "H", "H", "H", "H", "H", "H", "H", "H"], "xyz": [[2.638, 0.199, -1.081], [1.129, 0.110, -1.250], [0.336, -0.201, -0.141], [0.490, 0.674, 1.115], [-1.134, -0.424, -0.399], [-2.069, -0.183, 0.857], [-3.106, -1.070, 0.816], [0.541, 0.571, -2.211], [3.152, 0.021, -2.127], [3.120, -0.380, -0.299], [3.052, 1.187, -0.759], [1.549, 1.017, 1.241], [-0.087, 1.655, 0.908], [-0.045, 0.132, 1.962], [-1.423, -0.101, -1.372], [-1.345, -1.574, -0.586], [-1.328, -0.580, 1.654], [-2.549, 0.807, 1.192], [-2.922, -1.861, 0.481]], "lumo_ev": 0.79, "homo_ev": -9.0646, "smiles": "CC(=O)N(C)CCO", "total_charge": 0, "gap_ev": 9.859, "de_lowest_kj_mol": 338.6, "multiplicity": 1}


No. 2
{"formula": "C60H60N11O2P4SSe2W", "method": "ωB97M-V/def2-TZVPD", "symbols": ["W", "O", "N", "C", "C", "C", "C", "C", "S", "H", "H", "H", "H", "Se", "P", "C", "C", "C", "C", "C", "C", "C", "C", "C", "C", "C", "C", "C", "C", "N", "N", "N", "P", "Se", "C", "C", "C", "C", "C", "C", "C", "C", "C", "C", "C", "C", "H", "H", "H", "H", "H", "H", "H", "H", "H", "H", "H", "H", "H", "H", "H", "H", "H", "H", "H", "H", "C", "O", "C", "C", "C", "C", "C", "C", "C", "N", "C", "C", "N", "C", "C", "C", "C", "N", "C", "C", "N", "C", "C", "C", "C", "H", "H", "H", "H", "H", "H", "H", "H", "H", "H", "H", "H", "H", "H", "C", "N", "C", "N", "C", "N", "C", "P", "C", "C", "H", "H", "H", "H", "H", "H", "H", "H", "H", "H", "H", "H", "H", "C", "P", "C", "C", "H", "H", "H", "H", "H", "H", "H", "H", "H"], "xyz": [[-0.145, 1.093, 0.345], [1.168, 1.284, -1.320], [2.166, 2.170, -1.116], [3.414, 1.805, -1.468], [4.448, 2.692, -1.353], [4.176, 3.972, -0.863], [2.900, 4.301, -0.467], [1.862, 3.372, -0.573], [0.247, 3.611, -0.019], [3.506, 0.784, -1.811], [5.446, 2.376, -1.620], [4.973, 4.698, -0.766], [2.673, 5.269, -0.042], [6.396, -0.498, 0.273], [5.100, -2.147, 0.302], [5.365, -3.351, 1.626], [4.812, -3.115, 2.878], [5.037, -3.989, 3.929], [5.839, -5.106, 3.736], [6.408, -5.340, 2.492], [6.172, -4.470, 1.437], [5.120, -3.152, -1.212], [5.912, -2.764, -2.283], [5.962, -3.546, -3.434], [5.226, -4.717, -3.509], [4.432, -5.112, -2.434], [4.376, -4.331, -1.294], [3.363, -1.596, 0.394], [2.601, -0.687, 1.141], [1.428, -0.539, 0.463], [1.459, -1.326, -0.587], [2.599, -1.960, -0.656], [2.680, 0.219, 2.688], [1.437, 1.933, 2.345], [4.324, 0.776, 3.147], [5.051, 0.168, 4.167], [6.331, 0.608, 4.460], [6.885, 1.658, 3.742], [6.151, 2.283, 2.742], [4.874, 1.847, 2.445], [2.078, -0.884, 3.982], [1.566, -2.145, 3.683], [1.027, -2.933, 4.691], [0.997, -2.465, 5.997], [1.510, -1.208, 6.299], [2.044, -0.417, 5.296], [4.191, -2.248, 3.034], [4.587, -3.798, 4.896], [6.023, -5.790, 4.554], [7.041, -6.205, 2.338], [6.631, -4.663, 0.476], [6.499, -1.857, -2.207], [6.593, -3.244, -4.259], [5.281, -5.336, -4.397], [3.870, -6.036, -2.481], [3.765, -4.650, -0.457], [4.621, -0.632, 4.755], [6.895, 0.132, 5.252], [7.888, 1.997, 3.970], [6.578, 3.113, 2.193], [4.297, 2.339, 1.671], [1.620, -2.528, 2.670], [0.645, -3.918, 4.457], [0.580, -3.080, 6.783], [1.495, -0.845, 7.318], [2.438, 0.565, 5.537], [-12.772, 6.549, -1.570], [-12.074, 6.342, -0.348], [-10.855, 5.780, -0.396], [-10.221, 5.373, -1.568], [-8.958, 4.805, -1.495], [-8.311, 4.633, -0.278], [-8.963, 5.044, 0.892], [-10.215, 5.608, 0.835], [-6.982, 4.043, -0.171], [-6.349, 3.800, 0.957], [-5.154, 3.256, 0.594], [-5.047, 3.153, -0.776], [-6.227, 3.666, -1.254], [-3.899, 2.624, -1.427], [-3.717, 2.516, -2.812], [-2.543, 1.993, -3.294], [-1.561, 1.564, -2.405], [-1.721, 1.621, -1.088], [-2.860, 2.166, -0.592], [-2.933, 2.322, 0.837], [-1.841, 1.945, 1.546], [-1.867, 2.111, 2.865], [-2.967, 2.638, 3.539], [-4.081, 3.013, 2.834], [-4.078, 2.856, 1.444], [-13.715, 7.012, -1.300], [-12.963, 5.603, -2.078], [-12.216, 7.218, -2.230], [-10.696, 5.493, -2.531], [-8.496, 4.499, -2.428], [-8.468, 4.916, 1.845], [-10.729, 5.931, 1.731], [-6.511, 3.759, -2.213], [-4.482, 2.867, -3.493], [-2.351, 1.941, -4.358], [-0.599, 1.210, -2.742], [-0.978, 1.817, 3.402], [-2.912, 2.750, 4.614], [-4.953, 3.440, 3.313], [-0.092, -4.038, -4.878], [-0.511, -2.649, -5.384], [0.775, -1.908, -5.806], [1.701, -1.853, -4.734], [2.039, -3.195, -4.269], [0.856, -3.929, -3.829], [0.288, -3.362, -2.603], [-0.265, -1.585, -2.759], [-1.260, -1.878, -4.320], [1.265, -0.986, -3.632], [0.335, -4.550, -5.740], [-1.001, -4.542, -4.554], [-1.106, -2.765, -6.205], [0.472, -0.915, -6.133], [1.179, -2.473, -6.647], [2.742, -3.122, -3.440], [2.511, -3.744, -5.087], [1.049, -3.408, -1.825], [-0.555, -3.978, -2.278], [-1.566, -0.932, -4.768], [-2.162, -2.443, -4.082], [2.063, -0.934, -2.896], [1.109, 0.031, -4.003], [-0.869, -2.648, 0.911], [-1.513, -0.947, 1.091], [-3.117, -1.086, 0.228], [-2.037, -1.017, 2.841], [-1.706, -3.349, 0.902], [-0.242, -2.882, 1.772], [-0.272, -2.766, 0.013], [-3.681, -1.940, 0.604], [-2.938, -1.213, -0.840], [-3.719, -0.189, 0.371], [-2.462, -2.000, 3.054], [-2.798, -0.268, 3.053], [-1.179, -0.853, 3.495]], "lumo_ev": [-4.69, -4.66], "homo_ev": [-10.7097, -10.3611], "total_charge": 2, "gap_ev": [6.022, 5.699], "de_lowest_kj_mol": 9.0, "multiplicity": 2}


No. 3
{"formula": "C27H32F3N6O3PRbS2", "method": "ωB97M-V/def2-TZVPD", "symbols": ["Rb", "O", "S", "O", "N", "C", "C", "C", "C", "C", "C", "C", "C", "N", "C", "C", "C", "C", "C", "C", "C", "H", "H", "H", "H", "H", "H", "H", "H", "H", "H", "H", "F", "C", "F", "F", "C", "C", "C", "C", "N", "C", "S", "H", "H", "H", "C", "N", "C", "P", "O", "N", "C", "C", "N", "C", "C", "H", "H", "H", "H", "H", "H", "H", "H", "H", "H", "H", "H", "H", "H", "H", "H", "H", "H"], "xyz": [[-0.841, 0.591, -0.136], [1.924, -0.328, -0.608], [2.758, 0.860, -0.833], [3.255, 1.053, -2.176], [1.673, 2.098, -0.479], [2.129, 3.256, -0.935], [3.508, 3.570, -1.177], [3.853, 4.805, -1.652], [2.951, 5.830, -1.796], [1.605, 5.643, -1.421], [0.638, 6.692, -1.549], [-0.671, 6.428, -1.243], [-1.022, 5.138, -0.831], [-0.155, 4.147, -0.674], [1.149, 4.318, -1.040], [4.081, 0.776, 0.414], [4.767, -0.467, 0.400], [5.875, -0.634, 1.230], [6.209, 0.382, 2.119], [5.517, 1.553, 2.141], [4.410, 1.777, 1.345], [4.259, 2.811, -0.988], [4.911, 5.034, -1.727], [3.237, 6.818, -2.203], [0.994, 7.671, -1.891], [-1.458, 7.151, -1.306], [-2.028, 4.872, -0.537], [4.331, -1.325, -0.162], [6.383, -1.614, 1.240], [7.027, 0.215, 2.846], [5.880, 2.312, 2.831], [3.706, 2.600, 1.554], [-6.449, 1.630, 4.347], [-5.104, 1.554, 3.983], [-4.644, 0.372, 4.417], [-4.563, 2.525, 4.801], [-4.952, 1.785, 2.486], [-6.062, 2.153, 1.722], [-6.016, 1.931, 0.357], [-4.827, 1.481, -0.230], [-3.716, 1.287, 0.439], [-3.697, 1.418, 1.772], [-2.281, 1.079, 2.605], [-6.965, 2.522, 2.248], [-6.836, 2.114, -0.297], [-4.744, 1.294, -1.302], [-3.517, -3.557, 0.169], [-2.274, -4.213, -0.155], [-2.339, -5.684, -0.307], [-0.835, -3.370, -0.440], [-1.110, -1.975, -0.033], [0.489, -4.010, 0.412], [0.816, -3.437, 1.734], [1.413, -5.087, 0.050], [-0.376, -3.577, -2.056], [0.779, -2.846, -2.485], [-1.230, -4.209, -3.054], [-4.173, -3.611, -0.726], [-3.330, -2.493, 0.366], [-4.064, -3.998, 0.991], [-3.235, -6.133, -0.765], [-2.291, -6.128, 0.695], [-1.437, -6.029, -0.908], [0.582, -2.365, 1.722], [1.906, -3.529, 1.927], [0.362, -3.919, 2.593], [1.424, -5.249, -1.037], [1.160, -6.086, 0.456], [2.414, -4.868, 0.433], [1.146, -2.215, -1.649], [0.555, -2.030, -3.233], [1.617, -3.475, -2.823], [-2.288, -4.154, -2.804], [-1.070, -5.315, -3.226], [-1.094, -3.617, -3.953]], "lumo_ev": 2.05, "homo_ev": -4.1014, "total_charge": -1, "gap_ev": 6.147, "de_lowest_kj_mol": 3.1, "multiplicity": 1}